Here is 9 unconnected molecules or ions with the total composition C42H81N2O13P3 in a non-equilibrium geometry from the OMol25 dataset. Energies are from wB97M-V/def2-TZVPD.

- SMILES = C=CCc1c(P(C)C)c(P(C)O)c2c(c1P(O)O)C(=O)C(c1ccncc1)=C(CCCCCN)C2=O.CCO.CCO.CCO.CCO.CCO.CCO.CCO.CCO
- net charge = 0
- molar mass (g/mol) = 915.03
- HOMO level (eV) = -7.72
- DFT total energy (eV) = -102329.7543
- lowest unoccupied orbital energy (eV) = -0.87

Atoms and positions in Å:
C (4.78, -0.94, 1.59)
C (5.16, -0.02, 0.73)
C (4.30, 1.15, 0.28)
C (2.96, 0.62, -0.19)
C (2.89, 0.09, -1.50)
P (4.45, 0.12, -2.54)
C (4.80, -1.62, -3.04)
C (4.12, 1.12, -4.04)
C (1.69, -0.47, -1.99)
P (1.74, -1.09, -3.74)
C (0.22, -0.34, -4.48)
O (1.47, -2.72, -3.63)
C (0.58, -0.51, -1.12)
C (0.66, -0.02, 0.18)
C (1.83, 0.59, 0.67)
P (1.93, 1.29, 2.38)
O (0.42, 1.78, 2.76)
O (2.67, 2.77, 2.27)
C (-0.58, -0.21, 1.00)
O (-0.58, -0.60, 2.13)
C (-1.85, 0.07, 0.27)
C (-2.92, 0.81, 0.98)
C (-3.39, 2.03, 0.48)
C (-4.37, 2.70, 1.19)
N (-4.92, 2.28, 2.33)
C (-4.47, 1.10, 2.77)
C (-3.49, 0.33, 2.16)
C (-1.94, -0.37, -0.99)
C (-3.13, -0.28, -1.89)
C (-4.30, -1.20, -1.50)
C (-3.95, -2.67, -1.24)
C (-4.73, -3.25, -0.07)
C (-4.12, -2.88, 1.30)
N (-3.50, -4.04, 1.97)
C (-0.74, -1.06, -1.56)
O (-0.86, -1.97, -2.33)
H (5.47, -1.71, 1.89)
H (3.78, -1.03, 1.99)
H (6.12, -0.13, 0.26)
H (4.23, 1.89, 1.06)
H (4.84, 1.61, -0.54)
H (4.15, -2.32, -2.53)
H (4.61, -1.75, -4.11)
H (5.84, -1.83, -2.85)
H (5.06, 1.56, -4.36)
H (3.68, 0.54, -4.85)
H (3.44, 1.92, -3.77)
H (-0.70, -0.85, -4.23)
H (0.34, -0.39, -5.56)
H (0.18, 0.70, -4.15)
H (0.75, -2.99, -4.22)
H (0.07, 2.39, 2.09)
H (3.34, 2.74, 2.97)
H (-3.00, 2.44, -0.43)
H (-4.72, 3.64, 0.79)
H (-4.91, 0.72, 3.69)
H (-3.18, -0.62, 2.56)
H (-3.50, 0.73, -1.87)
H (-2.84, -0.55, -2.91)
H (-5.00, -1.18, -2.33)
H (-4.85, -0.78, -0.65)
H (-4.19, -3.26, -2.12)
H (-2.89, -2.84, -1.05)
H (-5.76, -2.90, -0.09)
H (-4.76, -4.33, -0.12)
H (-4.92, -2.50, 1.93)
H (-3.37, -2.11, 1.19)
H (-2.78, -3.70, 2.59)
H (-4.18, -4.49, 2.57)
C (-1.79, 0.00, 6.12)
C (-3.18, -0.60, 6.02)
O (-3.33, -1.37, 4.84)
H (-1.59, 0.63, 5.25)
H (-1.68, 0.61, 7.02)
H (-1.03, -0.78, 6.14)
H (-3.93, 0.18, 5.99)
H (-3.38, -1.23, 6.90)
H (-2.68, -2.09, 4.86)
C (2.85, -5.30, -2.08)
C (3.48, -5.27, -0.70)
O (3.99, -3.98, -0.38)
H (3.58, -5.01, -2.83)
H (2.48, -6.30, -2.32)
H (2.02, -4.60, -2.14)
H (4.32, -5.96, -0.64)
H (2.75, -5.57, 0.06)
H (3.26, -3.36, -0.41)
C (0.76, 3.77, 6.01)
C (1.06, 5.20, 5.60)
O (2.25, 5.28, 4.81)
H (1.59, 3.35, 6.58)
H (-0.15, 3.71, 6.61)
H (0.62, 3.15, 5.12)
H (1.22, 5.83, 6.47)
H (0.22, 5.62, 5.03)
H (2.11, 4.74, 4.02)
C (-0.68, -5.95, 4.89)
C (-0.79, -4.46, 5.13)
O (-2.15, -4.02, 5.05)
H (-1.08, -6.21, 3.90)
H (0.36, -6.27, 4.94)
H (-1.25, -6.51, 5.63)
H (-0.24, -3.91, 4.37)
H (-0.39, -4.20, 6.11)
H (-2.65, -4.49, 5.72)
C (-7.36, 4.08, -2.53)
C (-6.40, 3.70, -1.42)
O (-5.39, 4.69, -1.24)
H (-6.82, 4.22, -3.47)
H (-8.12, 3.31, -2.68)
H (-7.86, 5.02, -2.30)
H (-5.89, 2.77, -1.66)
H (-6.94, 3.55, -0.48)
H (-5.82, 5.52, -1.01)
C (2.68, -2.48, 4.48)
C (2.19, -2.56, 5.92)
O (2.16, -3.91, 6.37)
H (2.04, -3.07, 3.83)
H (2.68, -1.45, 4.13)
H (3.69, -2.88, 4.40)
H (1.18, -2.18, 6.00)
H (2.84, -1.97, 6.58)
H (3.04, -4.29, 6.33)
C (4.74, 5.30, -6.16)
C (5.30, 3.94, -6.53)
O (4.28, 3.03, -6.91)
H (4.02, 5.21, -5.35)
H (5.53, 5.99, -5.85)
H (4.21, 5.74, -7.02)
H (5.81, 3.50, -5.67)
H (6.03, 4.04, -7.34)
H (3.82, 3.41, -7.68)
C (0.15, 2.79, -7.91)
C (0.47, 4.23, -8.28)
O (1.63, 4.31, -9.11)
H (1.00, 2.34, -7.39)
H (-0.72, 2.74, -7.26)
H (-0.05, 2.20, -8.80)
H (0.69, 4.81, -7.39)
H (-0.38, 4.69, -8.79)
H (1.46, 3.82, -9.91)